1.
22
Properties=species:S:1:pos:R:3:nbo_charge:R:1 method="wB97M-V/def2-TZVPD" charge=+2 e_tot_ev=-15242.4747 lumo_energy_ev=-6.57
Ba -0.52 -0.24 0.15 1.91
O -1.87 0.75 -2.06 -0.99
H -2.79 0.47 -1.90 0.49
H -1.76 0.40 -2.96 0.51
O 1.57 -1.53 1.77 -1.00
H 2.28 -2.14 1.74 0.51
H 1.46 -1.16 2.64 0.50
O 1.04 1.60 -1.32 -0.97
H 0.81 2.53 -1.35 0.49
H 1.97 1.80 -1.15 0.49
O -1.41 -2.81 1.20 -1.01
H -2.35 -3.01 1.40 0.51
H -0.93 -3.64 1.32 0.51
O 1.30 -1.64 -1.53 -0.99
H 1.82 -2.35 -1.15 0.51
H 0.79 -1.99 -2.26 0.50
O 1.23 1.41 1.59 -0.98
H 2.16 1.26 1.58 0.50
H 1.21 2.33 1.42 0.50
O -1.66 2.45 0.36 -1.00
H -2.36 2.75 0.98 0.51
H -2.00 2.77 -0.48 0.50

***

2.
15
Properties=species:S:1:pos:R:3:nbo_charge:R:1 method="wB97M-V/def2-TZVPD" e_tot_ev=-12353.2479 lumo_energy_ev=0.34
C -1.53 1.52 0.87 -0.66
C -0.89 0.32 0.46 0.42
C -0.12 -1.96 0.51 0.63
C 0.99 -1.60 -0.32 -0.48
C 1.15 -0.27 -0.72 0.57
H -2.01 1.99 0.04 0.23
H -0.91 2.54 1.54 0.23
H -2.34 1.15 1.43 0.25
H 1.77 -2.12 -0.88 0.25
H 2.20 0.10 -2.35 0.46
H 0.68 1.43 -0.30 0.38
N -1.07 -0.80 0.88 -0.46
N 0.31 0.65 -0.36 -0.59
O -0.45 -3.08 0.75 -0.54
O 2.21 0.14 -1.56 -0.69

***

3.
14
Properties=species:S:1:pos:R:3:nbo_charge:R:1 method="wB97M-V/def2-TZVPD" smiles="CC(C)(Cl)SC=O" e_tot_ev=-29665.5243 lumo_energy_ev=0.72
C -1.23 0.23 -0.63 -0.64
C -0.55 -0.34 0.71 -0.10
C 0.43 0.82 1.02 -0.66
Cl -1.83 -0.26 2.01 -0.05
S 0.09 -2.08 0.60 0.27
C 1.28 -2.09 -0.64 0.20
O 1.57 -1.14 -1.30 -0.55
H -2.07 -0.41 -0.69 0.21
H -0.39 0.05 -1.35 0.25
H -1.63 1.17 -0.41 0.22
H -0.14 1.86 1.00 0.23
H 0.75 0.61 2.00 0.21
H 1.39 0.74 0.44 0.24
H 1.81 -3.01 -0.87 0.16

***

4.
45
Properties=species:S:1:pos:R:3:nbo_charge:R:1 method="wB97M-V/def2-TZVPD" charge=+1 e_tot_ev=-28070.1243 lumo_energy_ev=-2.26
O -1.90 -2.83 0.52 -0.57
C -2.48 -2.02 -0.15 0.46
C -1.99 -0.59 -0.23 -0.17
C -1.20 -0.40 -1.55 -0.43
C 0.28 -0.73 -1.48 -0.25
N 1.04 0.42 -0.84 -0.76
N -1.15 -0.19 0.91 -0.89
H -3.39 -2.28 -0.72 0.14
H -2.87 0.12 -0.30 0.25
H -1.32 0.67 -1.91 0.24
H -1.72 -1.02 -2.35 0.23
H 0.69 -0.92 -2.50 0.24
H 0.42 -1.69 -0.77 0.23
H 0.47 0.87 -0.11 0.47
H 1.29 1.11 -1.58 0.47
H 1.90 0.11 -0.39 0.46
H -0.63 -0.96 1.25 0.38
H -1.70 0.19 1.67 0.40
H 1.85 -1.23 3.95 0.51
H 1.19 -1.61 2.60 0.53
O 1.57 -0.86 3.09 -0.99
H 2.03 2.73 -3.32 0.50
H 0.42 2.41 -3.22 0.52
O 1.37 2.02 -3.05 -1.02
H 2.57 -0.26 1.86 0.50
H 3.95 -0.18 1.18 0.49
O 3.04 0.08 1.05 -1.00
H -1.55 3.63 -3.50 0.49
H -1.51 2.90 -2.21 0.51
O -1.15 2.89 -3.10 -0.97
H 1.22 -4.47 -0.99 0.49
H 2.59 -3.95 -0.72 0.49
O 1.66 -3.67 -0.72 -0.94
H 0.45 3.22 1.28 0.49
H -0.15 1.89 1.81 0.52
O -0.03 2.45 1.00 -1.01
H -2.62 3.37 -0.20 0.48
H -1.43 2.50 -0.02 0.50
O -2.16 2.67 -0.60 -0.98
H -0.35 1.37 4.11 0.49
H 0.36 0.30 3.21 0.51
O -0.34 1.01 3.26 -0.99
H -0.40 -3.02 1.39 0.52
H 1.10 -3.20 0.81 0.51
O 0.58 -2.85 1.58 -1.04

***

5.
12
Properties=species:S:1:pos:R:3:nbo_charge:R:1 method="wB97M-V/def2-TZVPD" smiles="C=C.CS" e_tot_ev=-14074.4071 lumo_energy_ev=0.93
C -3.80 -1.45 -0.14 -0.38
C -2.65 -0.77 -0.10 -0.40
H -3.88 -2.32 -0.78 0.19
H -4.65 -1.15 0.46 0.19
H -1.99 -0.84 -0.96 0.20
H -2.54 -0.05 0.70 0.19
C 2.68 1.47 0.61 -0.72
S 1.63 0.20 -0.23 -0.06
H 3.13 0.97 1.47 0.21
H 3.45 1.77 -0.09 0.22
H 2.16 2.37 0.94 0.22
H 0.55 0.85 0.23 0.12

***

6.
23
Properties=species:S:1:pos:R:3:nbo_charge:R:1 method="wB97M-V/def2-TZVPD" smiles="NNC(=O)CNc1ccccc1Cl" e_tot_ev=-27494.8041 lumo_energy_ev=0.50
N -1.19 0.69 1.94 -0.60
N -2.04 0.25 0.87 -0.50
C -2.13 -0.73 -0.13 0.65
O -3.04 -0.60 -1.02 -0.61
C -1.08 -1.85 -0.11 -0.31
N -0.15 -1.62 -1.21 -0.59
C 0.64 -0.49 -1.06 0.13
C 0.26 0.71 -1.50 -0.23
C 0.84 1.96 -0.95 -0.21
C 1.99 2.00 -0.29 -0.22
C 2.44 0.69 0.25 -0.21
C 1.85 -0.56 -0.18 -0.17
Cl 2.44 -2.00 0.30 0.08
H -1.20 -0.12 2.61 0.35
H -0.35 0.74 1.44 0.36
H -3.05 0.65 1.00 0.39
H -0.45 -1.84 0.83 0.17
H -1.53 -2.82 -0.17 0.24
H 0.46 -2.41 -0.95 0.36
H -0.77 0.87 -1.89 0.25
H 0.42 2.90 -1.33 0.22
H 2.40 2.94 0.48 0.23
H 3.23 0.63 1.07 0.23

***

7.
24
Properties=species:S:1:pos:R:3:nbo_charge:R:1 method="wB97M-V/def2-TZVPD" charge=+3 multiplicity=6 e_tot_ev=-46940.3425 lumo_energy_ev="-14.21 / -15.84"
H -1.75 1.14 -1.88 0.15
C -2.52 0.47 -2.37 -0.88
H -2.58 -0.58 -2.07 0.21
H -2.31 0.48 -3.44 0.26
H -3.50 0.93 -2.17 0.30
C 1.11 2.60 -0.43 0.41
O 1.88 1.76 0.08 -0.34
C 1.71 1.28 1.46 -0.12
C 1.82 -0.22 1.47 -0.13
O 0.90 -0.83 0.58 -0.66
C 0.02 -1.86 1.10 -0.12
C -1.12 -2.02 0.10 -0.20
O -0.69 -2.00 -1.22 -0.36
H 0.29 3.02 0.16 0.24
H 1.38 2.96 -1.42 0.26
H 0.74 1.65 1.82 0.24
H 2.53 1.73 2.02 0.30
H 1.62 -0.57 2.49 0.28
H 2.82 -0.52 1.15 0.25
H -0.36 -1.56 2.09 0.27
H 0.62 -2.77 1.21 0.26
H -1.83 -1.19 0.28 0.32
H -1.64 -2.96 0.36 0.32
Fe 0.85 -0.94 -1.38 1.76

***

8.
22
Properties=species:S:1:pos:R:3:nbo_charge:R:1 method="wB97M-V/def2-TZVPD" smiles=ClCC1CC1.C#CCCCl e_tot_ev=-33532.4829 lumo_energy_ev=0.82
Cl -0.57 -1.75 -0.22 -0.09
C -1.12 -0.08 -0.54 -0.35
C -2.54 0.20 -0.09 -0.26
C -3.64 -0.81 -0.20 -0.42
C -3.13 -0.39 1.16 -0.42
H -1.02 0.08 -1.61 0.21
H -0.42 0.57 -0.01 0.23
H -2.81 1.23 -0.30 0.22
H -4.62 -0.46 -0.51 0.22
H -3.38 -1.81 -0.54 0.23
H -2.53 -1.11 1.71 0.23
H -3.76 0.25 1.77 0.22
C 0.97 1.61 -0.42 -0.29
C 1.96 1.13 0.06 0.03
C 3.18 0.52 0.59 -0.50
C 3.84 -0.37 -0.47 -0.35
Cl 5.33 -1.12 0.18 -0.07
H 0.08 2.05 -0.83 0.25
H 3.89 1.29 0.91 0.24
H 2.95 -0.09 1.48 0.24
H 3.18 -1.17 -0.78 0.22
H 4.13 0.22 -1.34 0.22